w:
13
Properties=species:S:1:pos:R:3 method="wB97M-V/def2-TZVPD" homo_lumo_gap_ev="8.01 / 8.02" homo_energy_ev="-7.78 / -7.78" lumo_ev="0.2358 / 0.2365"
C -1.265 -0.285 0.698
C -0.983 -0.457 -0.806
C 0.203 1.172 -0.105
N 2.158 -0.088 0.238
O 1.986 -1.016 0.999
O 3.052 0.013 -0.560
O -0.341 0.759 0.997
O -0.290 0.654 -1.245
H -2.220 0.185 1.102
H -1.195 -1.190 1.219
H -0.202 -1.264 -1.024
H -1.782 -0.538 -1.367
H 0.878 2.054 -0.147


x:
13
Properties=species:S:1:pos:R:3 method="wB97M-V/def2-TZVPD" smiles="O=CNOC(=O)CO" homo_lumo_gap_ev=10.60 homo_energy_ev=-10.36 lumo_ev=0.2402
C 1.046 1.589 -0.394
C 0.404 0.226 -0.586
C -1.809 -1.494 1.302
H 2.768 0.497 -0.809
H 0.802 2.452 -1.265
H 0.972 2.011 0.540
H -1.094 -1.828 -0.583
H -2.384 -0.512 1.717
N -1.398 -1.156 0.128
O 2.491 1.423 -0.431
O 0.929 -0.627 -1.263
O -0.899 0.138 -0.031
O -1.829 -2.719 1.676


Of them, w has the lowest stability.


w:
14
Properties=species:S:1:pos:R:3 method="wB97M-V/def2-TZVPD" smiles=F[C@H]1[C@H]2S[C@H]2C[C@@H]1F homo_lumo_gap_ev=9.97 homo_energy_ev=-9.22 lumo_ev=0.7424
C -1.068 0.578 -0.095
C 0.194 0.850 -1.017
C 1.252 -0.115 -0.535
C 0.841 -0.858 0.643
C -0.529 -0.534 0.965
H -1.971 0.022 -0.566
H -0.089 0.729 -2.086
H 0.348 2.110 -0.891
H 2.229 0.093 -0.708
H 1.494 -0.942 1.522
H -0.450 -0.320 2.188
F -1.665 1.714 0.370
F -1.313 -1.668 1.144
S 0.728 -1.659 -0.934


x:
14
Properties=species:S:1:pos:R:3 method="wB97M-V/def2-TZVPD" smiles="FC1(F)CC1.C=C=S" homo_lumo_gap_ev=8.48 homo_energy_ev=-8.75 lumo_ev=-0.2640
C -0.106 2.947 -1.475
C 0.158 -1.678 0.077
C 0.222 -0.487 -0.928
C 1.447 -0.830 -0.042
C 0.134 2.721 -0.206
F 1.784 -0.034 1.023
F 2.591 -1.320 -0.575
S -0.459 2.741 -2.944
H -0.223 -1.847 1.070
H 0.298 -2.620 -0.492
H 0.351 -0.922 -1.884
H -0.358 3.100 0.623
H 0.832 2.028 0.192
H -0.153 0.545 -0.886


Of them, x has the lowest stability.